# H2NaO

A molecular structure, H2NaO in a non-equilibrium geometry (ωB97M-V with the def2-TZVPD basis set, the OMol25 dataset).

The calculation puts the LUMO energy at -0.19653 Eh. The calculation puts the orbital gap at 10.31 eV. For the relative energy (zero: lowest compared OMol25 entry of this formula, charge and spin), the calculation gives 0.505 eV.

```
! RIJCOSX wB97M-V def2-TZVPD def2/J DEFGRID3
* xyz 1 1
O 0.14 0.50 0.19
H 1.07 0.68 -0.05
H -0.12 1.26 0.77
Na -1.09 -2.44 -0.91
*
```